(1)
The following is a DFT calculation (the ωB97M-V functional and the def2-TZVPD basis) of a cluster of 2 separate species, C2H6NO2S in total at a distorted geometry.

```
12
Properties=species:S:1:pos:R:3:forces:R:3
C 1.40385 1.05219 0.17250 -1.457 -4.525 0.130
C -1.26748 0.05158 0.38243 3.148 -2.739 0.074
N -2.05591 -0.51457 -0.44647 0.751 -0.552 0.474
O 2.50701 0.28036 -0.05055 0.160 2.710 0.157
O 1.51112 2.28871 0.33495 3.004 1.937 -0.975
S 2.46527 -1.41188 -0.02290 -0.052 0.324 0.287
H -1.29815 1.07977 0.54582 -0.517 1.562 0.503
H -0.31652 -0.48052 0.76081 -2.040 0.660 -0.179
H 3.45014 -1.52359 0.91895 -0.533 0.137 -0.362
H -2.71845 0.09993 -0.85149 -1.151 0.014 -0.888
H -1.97699 -1.51237 -0.71416 -0.222 0.986 0.204
H 2.43217 2.67574 0.11473 -1.091 -0.514 0.576
```
Positions in Å, forces in eV/Å.

Kohn-Sham gap (eV): 8.304
E_tot (Ha): -682.83666
Molar mass (g/mol): 108.14
Net charge: +1
Relative energy (zero: lowest compared OMol25 entry of this formula, charge and spin) (eV): 2.3979
Spin multiplicity: 1

(2)
The following is a DFT calculation (the ωB97M-V functional and the def2-TZVPD basis) of a cluster of 3 separate species, C11H21F2N4O6 in total at a distorted geometry.

```
44
Properties=species:S:1:pos:R:3:forces:R:3
N 4.43699 -3.54586 1.60998 -1.810 3.166 -1.028
C 3.77546 -2.44167 0.76609 2.195 0.065 1.127
N 4.40138 -1.08388 0.49737 -0.671 -3.176 -1.175
N 2.53793 -2.71966 0.23120 0.272 0.766 -0.142
N 1.45523 -2.71656 1.13595 -2.630 0.428 -0.448
C 0.31642 -3.42084 0.43348 -1.744 -9.102 -1.466
O 0.39438 -4.77596 0.32943 -0.377 10.472 0.661
F -0.85882 -2.78823 -0.20730 4.588 -1.228 2.719
C 1.10382 -1.31446 1.57865 -3.101 8.026 -2.204
O 0.54301 -0.35868 0.82306 4.195 -7.573 5.448
F 1.44632 -0.89896 2.99044 -0.801 -2.490 -4.979
H 5.43941 -3.66241 1.34114 -0.787 0.949 0.461
H 4.33410 -3.31564 2.63222 0.258 -0.469 -1.132
H 3.74039 -0.29648 0.75412 -0.072 -0.829 -0.326
H 4.51007 -0.97226 -0.55319 0.194 -0.005 1.269
H 2.36782 -2.92277 -0.78966 0.221 1.413 1.220
O -6.38573 -0.76842 2.51578 1.542 -0.392 -1.939
C -5.76910 -0.81290 1.45491 -1.169 0.458 1.652
O -4.63856 -1.54608 1.34968 0.073 -0.469 0.266
C -3.95473 -1.82141 0.11320 0.003 0.146 0.046
C -2.99110 -0.70373 -0.23255 -0.008 0.290 0.000
C -6.20199 0.01853 0.28194 -0.494 -0.184 -0.469
H -4.66333 -2.03202 -0.69215 0.010 0.129 0.093
H -3.38738 -2.74587 0.27330 -0.300 0.156 0.217
H -3.51392 0.24313 -0.39139 0.016 -0.129 -0.074
H -2.42928 -0.94537 -1.13966 -0.078 0.030 0.079
H -2.28341 -0.54075 0.58692 -0.088 -0.105 -0.103
H -5.77779 1.02196 0.37498 -0.050 -0.128 -0.019
H -7.29432 0.08718 0.28991 0.271 0.138 0.207
H -5.93279 -0.40861 -0.68288 0.186 0.130 0.021
O 2.76483 1.77669 0.79414 -0.357 0.192 -1.427
C 2.19231 2.45355 -0.05539 0.467 -0.071 0.440
O 2.57038 2.38969 -1.35144 0.151 -0.831 0.708
C 1.84706 2.98508 -2.44443 -0.087 0.416 -0.345
C 2.25020 4.43376 -2.63457 0.098 0.169 0.161
C 1.12648 3.43526 0.33804 -0.602 -0.270 0.162
H 0.76826 2.86009 -2.31939 0.114 0.033 0.151
H 2.12059 2.41716 -3.34153 0.086 -0.068 0.395
H 2.00476 5.03788 -1.75714 -0.084 -0.047 -0.127
H 1.74424 4.86425 -3.50380 0.064 -0.090 0.114
H 3.33226 4.51426 -2.78148 -0.182 -0.084 -0.069
H 1.59552 4.37765 0.63360 -0.051 -0.121 -0.055
H 0.57456 3.02508 1.18956 0.329 0.135 -0.024
H 0.38813 3.61825 -0.44116 0.208 0.153 -0.064
```
Positions in Å, forces in eV/Å.

Kohn-Sham gap (eV): 4.221
E_tot (Ha): -1301.37748
Molar mass (g/mol): 343.31
Net charge: +1
Spin multiplicity: 1

(3)
The following is a DFT calculation (the ωB97M-V functional and the def2-TZVPD basis) of a structure of composition C27H33F6GeMoNO11PS4 at a distorted geometry.

```
85
Properties=species:S:1:pos:R:3:forces:R:3
Mo 0.98915 -0.64372 -1.16170 0.099 -0.115 1.314
F 5.87278 0.06742 -0.33602 -0.490 -0.114 0.171
C 4.90574 0.86826 -0.79602 0.658 0.255 -0.308
F 5.41141 2.11443 -0.80970 -0.301 -0.116 0.238
F 4.62596 0.53499 -2.04771 0.014 0.036 0.414
S 3.35798 0.85368 0.34179 2.010 1.190 -1.572
O 2.72948 -0.38312 -0.22746 -0.183 -1.209 0.379
O 3.99856 2.01014 2.69047 0.436 -0.056 0.730
N 2.63372 2.10171 -0.35728 -0.123 0.062 -0.030
S 1.85316 2.07479 -1.69649 0.712 3.524 -0.178
O 2.50980 1.79228 -2.92011 0.281 -0.158 -0.489
O 0.51321 1.50946 -1.55399 -0.481 -1.463 0.159
C 1.38731 3.90531 -1.75194 -0.124 0.275 0.289
F 0.98440 4.28112 -2.96449 0.120 -0.512 -0.035
F 2.38075 4.70936 -1.38629 0.183 -0.364 -0.058
F 0.37029 4.10803 -0.90792 -0.053 -0.090 0.109
O 2.76031 -3.02014 -3.76663 -0.369 0.572 0.104
S 2.77019 -2.24110 -2.56792 0.983 -2.342 -0.081
O 1.97298 -0.92066 -2.71514 1.145 0.602 -2.920
O 4.01647 -2.02279 -1.91218 0.116 0.108 -0.356
S 1.47189 -2.98676 -1.14754 -0.344 0.030 0.193
C -1.13961 -3.08741 -3.31916 0.384 0.541 0.373
Ge -1.09072 -1.28926 -2.40957 -3.960 -1.680 -2.004
C -1.74953 0.06152 -3.75840 0.689 -0.079 0.507
C -0.91116 1.00437 -4.33814 0.153 -0.081 0.095
C -1.43214 1.98342 -5.17054 0.026 0.020 -0.022
C -2.79157 2.01880 -5.43454 0.003 0.030 -0.060
C -3.62953 1.06307 -4.88311 -0.071 -0.033 -0.026
C -3.11183 0.09005 -4.04505 0.087 -0.340 0.331
C -2.45766 -1.34373 -0.92999 0.750 0.013 -0.305
C -2.97775 -2.56239 -0.55114 0.311 0.026 -0.361
C -3.91274 -2.66311 0.48623 -0.228 -0.047 0.158
C -4.29260 -1.55077 1.18513 0.060 -0.206 -0.074
C -3.77659 -0.28351 0.85131 0.212 0.105 -0.287
C -4.17220 0.87576 1.55179 0.022 0.174 0.034
C -3.67113 2.10314 1.21915 -0.116 -0.132 0.159
C -2.74681 2.21658 0.17097 0.158 -0.153 -0.235
C -2.34867 1.10780 -0.52737 0.003 0.234 -0.065
C -2.84446 -0.17380 -0.21884 -0.335 0.220 0.213
H -2.10513 -3.28125 -3.78288 -0.137 0.229 0.029
H -0.90677 -3.88202 -2.61043 -0.028 0.085 -0.015
H -0.37535 -3.10249 -4.09743 0.022 0.031 0.036
H 0.15072 0.98030 -4.12343 0.008 0.101 -0.088
H -0.77678 2.72646 -5.59982 0.072 0.048 -0.056
H -3.20028 2.78893 -6.07381 -0.007 0.035 -0.029
H -4.69013 1.07908 -5.09620 -0.019 -0.005 0.000
H -3.76232 -0.65092 -3.59543 -0.133 0.049 -0.004
H -2.68249 -3.46063 -1.07592 0.073 -0.090 0.014
H -4.32458 -3.63070 0.73185 -0.027 -0.078 0.049
H -4.98752 -1.62968 2.00875 -0.082 -0.018 0.069
H -4.88311 0.77365 2.35890 -0.076 -0.011 0.079
H -3.98036 2.98766 1.75716 -0.034 0.026 0.062
H -2.34437 3.18479 -0.08936 0.040 0.072 -0.041
H -1.62949 1.21906 -1.32689 -0.135 0.046 0.040
C 0.68335 -2.59608 4.16530 -0.038 0.093 -0.316
C 0.84161 -2.81595 2.66141 -0.068 -0.767 0.441
C 1.90240 -3.88105 2.39243 -0.213 0.417 -0.091
C -0.48354 -3.20488 2.01505 0.303 0.201 -0.026
O 1.33730 -1.59375 2.05087 -0.242 0.300 0.076
P 0.41064 -0.31659 1.87182 0.906 0.321 1.274
O -0.66902 -0.12570 2.84364 -0.034 -0.147 -0.260
O -0.00166 -0.30228 0.38733 -0.880 0.262 1.029
O 1.56491 0.83286 1.88518 -1.239 -0.685 0.393
C 1.53231 1.90523 2.85401 0.138 0.736 0.566
C 2.80455 2.74801 2.60890 -0.534 -0.002 0.045
C 0.29332 2.76189 2.60858 0.239 -0.219 -0.066
C 1.54200 1.32491 4.26950 -0.037 0.060 -0.317
H 0.46413 -3.54017 4.65748 -0.007 -0.102 0.032
H -0.12669 -1.90061 4.35085 -0.119 0.105 0.120
H 1.60106 -2.18618 4.57907 0.140 -0.004 0.065
H 1.61651 -4.80866 2.88131 -0.022 -0.087 0.046
H 2.86594 -3.55676 2.77392 0.137 0.014 0.073
H 1.98953 -4.05189 1.32368 0.096 -0.072 -0.062
H -0.88751 -4.09446 2.49112 -0.035 -0.105 -0.003
H -0.32289 -3.39827 0.95401 -0.119 -0.096 -0.042
H -1.19381 -2.38947 2.12503 -0.246 -0.049 0.018
H 2.77989 3.15314 1.59728 -0.104 0.177 0.232
H 4.09146 1.66772 3.58798 0.084 0.061 -0.096
H 2.81362 3.57288 3.33142 -0.155 0.000 -0.101
H 0.28272 3.10753 1.57684 0.035 0.135 -0.089
H 0.28166 3.61344 3.28367 -0.006 0.120 0.050
H -0.58895 2.15076 2.77504 -0.129 0.105 0.071
H 2.31374 0.56247 4.35466 0.144 -0.055 0.105
H 0.58501 0.85931 4.47923 -0.037 -0.038 0.101
H 1.71554 2.11714 4.99387 0.069 0.075 0.082
```
Positions in Å, forces in eV/Å.

Kohn-Sham gap (spin up / spin down) (eV): 6.625 / 4.748
E_tot (Ha): -6609.52481
Molar mass (g/mol): 989.34
Net charge: 0
Relative energy (zero: lowest compared OMol25 entry of this formula, charge and spin) (eV): 5.4084
Spin multiplicity: 4

(4)
The following is a DFT calculation (the ωB97M-V functional and the def2-TZVPD basis) of a structure of composition C60H56GeINP2W.

```
122
Properties=species:S:1:pos:R:3:forces:R:3
W -1.24855 1.47154 -0.15127 0.606 0.407 -0.274
C 0.84081 2.54920 2.56287 -0.060 0.000 -0.006
C -0.42605 2.00228 3.22875 0.017 0.006 -0.022
P -0.89132 0.50617 2.27297 0.047 -0.062 0.051
C 0.35810 -0.66061 2.93347 -0.048 0.030 0.093
C 1.52357 -1.04274 2.25319 0.081 -0.028 0.011
C 2.47167 -1.78324 2.97012 -0.033 -0.030 -0.045
C 2.28867 -2.14604 4.28999 -0.028 -0.012 -0.011
C 1.13242 -1.76637 4.95518 0.034 0.001 0.006
C 0.18942 -1.02227 4.27660 -0.007 0.018 0.016
C -2.46789 -0.05445 3.00667 -0.028 0.080 -0.004
C -3.49035 0.88965 3.12744 -0.016 -0.011 -0.018
C -4.74760 0.51911 3.57736 -0.002 -0.007 -0.009
C -5.00587 -0.80526 3.90631 0.014 0.001 0.007
C -4.00231 -1.75268 3.77517 -0.014 0.003 0.005
C -2.74353 -1.38122 3.32306 0.003 -0.035 -0.003
P 0.56300 3.00725 0.76076 0.008 -0.103 -0.005
C -1.93118 3.27539 -1.13520 -0.144 -0.180 0.111
C -1.15712 4.01938 -2.04346 0.000 0.006 0.004
C -1.59164 5.22180 -2.57483 -0.003 0.001 -0.008
C -2.83906 5.73560 -2.23395 0.000 -0.015 0.003
C -3.63258 5.03117 -1.34502 0.009 0.010 -0.003
C -3.17631 3.83066 -0.80742 0.001 0.036 0.089
C 0.01394 4.74700 1.03443 0.047 0.014 -0.012
C -1.22954 5.10590 1.55603 -0.026 -0.015 -0.009
C -1.55849 6.43246 1.79161 -0.005 -0.010 -0.003
C -0.64552 7.43745 1.50415 0.017 0.000 -0.004
C 0.59407 7.10337 0.97999 -0.025 0.005 -0.001
C 0.91611 5.77252 0.74890 0.009 0.003 -0.021
H 1.64732 1.81386 2.63919 -0.013 0.002 -0.026
H 1.18578 3.44394 3.08305 0.007 -0.006 0.019
H -1.22284 2.74390 3.14939 -0.015 -0.019 0.018
H -0.30045 1.73556 4.28283 0.028 0.012 0.005
H 2.26405 0.35472 0.81439 -0.083 0.015 -0.029
H 3.38910 -2.08282 2.48441 0.022 0.008 -0.014
H 3.05184 -2.72244 4.79721 0.000 0.003 -0.001
H 0.97268 -2.03236 5.99182 0.000 -0.004 -0.001
H -0.69935 -0.70297 4.80665 0.013 0.005 -0.011
H -3.30993 1.92568 2.86187 0.011 0.005 -0.006
H -5.52604 1.26570 3.66911 0.000 -0.001 0.006
H -5.98521 -1.09652 4.26332 -0.003 0.002 -0.005
H -4.19665 -2.78935 4.01830 0.000 -0.002 -0.005
H -1.97338 -2.13639 3.21893 -0.018 0.013 0.000
H -0.17966 3.64612 -2.33146 -0.003 0.000 0.004
H -0.95341 5.76487 -3.26223 -0.005 0.006 -0.002
H -3.18050 6.67352 -2.65337 0.000 0.002 0.003
H -4.60315 5.41823 -1.05616 0.000 0.004 0.001
H -3.81626 3.34640 -0.07039 0.008 -0.027 -0.012
H -1.96578 4.33671 1.75819 -0.008 0.010 -0.023
H -2.53551 6.68243 2.18707 0.000 0.002 0.001
H -0.90212 8.47433 1.68087 -0.003 0.000 -0.001
H 1.31143 7.87966 0.74403 0.000 0.002 0.003
H 1.88348 5.51825 0.33226 -0.002 -0.007 0.006
C 1.80815 -0.64438 0.82305 0.070 0.098 0.019
Ge 3.08388 -1.78281 -0.15828 0.004 -0.037 -0.023
C 4.86034 -1.39926 0.57510 0.034 0.032 0.032
C 5.25080 -0.06438 0.69772 0.016 0.002 0.020
C 6.48756 0.27638 1.22677 0.002 -0.007 -0.005
C 7.35984 -0.71720 1.64799 -0.002 -0.001 0.002
C 6.98521 -2.04828 1.54189 0.001 0.017 -0.001
C 5.74588 -2.38262 1.01150 -0.009 -0.060 -0.016
C 2.56636 -3.65418 0.04236 -0.146 0.034 0.054
C 1.27946 -3.94140 0.50062 0.031 -0.031 0.006
C 0.83910 -5.25098 0.63352 0.009 -0.002 -0.021
C 1.68323 -6.30148 0.30432 -0.019 -0.005 0.002
C 2.96114 -6.03579 -0.16675 0.005 -0.001 0.001
C 3.39460 -4.72341 -0.29912 0.045 -0.002 -0.030
C 3.15115 -1.37664 -2.06735 0.011 0.029 -0.038
C 2.94232 -2.38818 -3.00414 0.009 -0.005 -0.026
C 3.11726 -2.15158 -4.36221 -0.033 0.005 0.007
C 3.50203 -0.89493 -4.80362 -0.014 0.023 0.005
C 3.69819 0.12774 -3.88509 -0.012 -0.006 -0.005
C 3.52556 -0.11354 -2.53029 -0.044 0.002 0.023
H 0.88946 -0.53398 0.24294 -0.008 -0.077 -0.003
H 4.58331 0.73509 0.39338 -0.019 -0.006 -0.017
H 6.76679 1.31871 1.31456 0.003 0.000 -0.001
H 8.32482 -0.45446 2.06201 0.000 0.001 0.002
H 7.65665 -2.82952 1.87548 0.001 -0.002 -0.001
H 5.46983 -3.42935 0.95375 -0.012 0.015 0.005
H 0.60240 -3.13427 0.76049 -0.002 0.001 0.016
H -0.16551 -5.44670 0.98736 -0.008 -0.001 0.004
H 1.34383 -7.32444 0.40697 0.006 0.000 0.002
H 3.62056 -6.85120 -0.43607 0.001 0.001 -0.001
H 4.38986 -4.53987 -0.68918 -0.009 0.016 -0.008
H 2.64495 -3.37839 -2.67641 -0.008 0.014 0.003
H 2.94716 -2.94982 -5.07371 0.007 -0.003 -0.001
H 3.63887 -0.70842 -5.86117 -0.002 0.001 -0.001
H 3.98498 1.11541 -4.22338 0.001 -0.001 -0.003
H 3.68712 0.70064 -1.83302 0.003 0.010 0.027
C 0.00367 0.15379 -4.12086 0.055 0.000 -0.051
C -1.11525 0.14173 -3.06764 0.085 -0.054 0.011
C -2.22888 1.05206 -3.59232 0.000 -0.025 0.011
C -0.53405 0.67150 -1.74670 -0.223 -0.020 0.212
C -1.57323 -1.30918 -2.92783 -0.027 -0.002 0.021
C -0.70147 -2.24418 -2.36198 0.006 0.004 -0.032
C -1.02254 -3.58931 -2.30840 0.007 -0.010 0.036
C -2.24290 -4.03613 -2.80362 -0.038 0.004 0.024
C -3.13197 -3.11913 -3.33708 0.007 -0.022 0.026
C -2.79755 -1.76912 -3.40139 0.010 0.023 0.018
H 0.40700 1.16389 -4.22161 -0.001 0.016 -0.009
H -0.37365 -0.17035 -5.09420 0.006 -0.016 0.002
H 0.81630 -0.51010 -3.82978 0.076 -0.018 -0.003
H -1.86225 2.07375 -3.66905 0.001 -0.010 0.009
H -3.09879 1.06773 -2.93626 -0.027 0.011 0.045
H -2.55242 0.73220 -4.58628 -0.003 -0.009 0.002
H 0.56281 0.76916 -1.78451 0.014 0.059 0.036
H 0.25322 -1.90198 -1.97532 0.009 -0.001 -0.008
H -0.31967 -4.29316 -1.87889 0.005 0.001 0.012
H -2.49818 -5.08735 -2.75982 -0.002 -0.001 -0.006
H -4.09086 -3.45073 -3.71761 0.001 0.000 0.000
H -3.50722 -1.07796 -3.83571 0.004 0.013 -0.005
I -3.41587 -4.09726 0.80186 0.026 -0.037 -0.031
C -3.78405 -2.16031 0.15206 0.024 0.051 -0.041
C -5.06863 -1.74516 -0.15262 -0.029 0.001 0.018
C -5.25238 -0.42372 -0.52863 0.003 -0.001 0.010
C -4.16875 0.42991 -0.55622 0.021 -0.024 -0.066
N -2.92168 0.03154 -0.25474 -0.359 -0.111 -0.163
C -2.73890 -1.25946 0.06690 0.039 0.023 0.027
H -5.90232 -2.43138 -0.09352 0.000 0.000 -0.011
H -6.23186 -0.04718 -0.78798 -0.004 -0.013 -0.002
H -4.27951 1.46775 -0.84025 0.011 0.003 0.011
H -1.71762 -1.55846 0.26485 -0.004 -0.031 -0.003
```
Positions in Å, forces in eV/Å.

Kohn-Sham gap (spin up / spin down) (eV): 6.002 / 6.688
E_tot (Ha): -5499.06278
Molar mass (g/mol): 1236.42
Net charge: 0
Relative energy (zero: lowest compared OMol25 entry of this formula, charge and spin) (eV): 0.0000
Spin multiplicity: 3